[1]
Computed, not measured: a single C18H28N3O4 molecule in a non-equilibrium geometry, with ωB97M-V/def2-TZVPD.

## Properties
total charge: 0
expectation value of S²: 0.757
DFT total energy: -1167.900041 Ha
2S+1: 2

Each line ends with the natural charge from an NBO analysis.
Cartesian coordinates (Å):
C  0.1167  -0.2329  -1.5779  -0.48
C  -0.8583  0.8276  -1.8096  -0.03
N  -0.8866  1.5826  -2.9022  -0.42
C  -0.0978  1.3918  -4.1317  -0.21
C  -0.4660  2.6123  -5.0017  -0.41
C  -1.5779  3.3783  -4.2965  -0.50
C  -1.8180  2.6617  -2.9963  0.66
O  -2.6448  2.9261  -2.1506  -0.59
H  -0.4343  -1.1091  -1.9122  0.27
H  1.0466  -0.0531  -2.1825  0.19
H  -1.7245  0.8404  -1.1318  0.25
H  0.9827  1.3590  -3.9377  0.20
H  -0.3956  0.4767  -4.6554  0.20
H  0.4046  3.2619  -5.1444  0.21
H  -0.8025  2.2954  -5.9910  0.21
H  -1.2908  4.4200  -4.1032  0.23
H  -2.4968  3.4093  -4.8894  0.23
C  2.8025  -3.6083  0.3841  -0.41
C  1.5774  -4.2249  -0.2685  -0.50
C  0.6578  -3.0507  -0.5642  0.69
O  -0.4604  -3.1039  -1.0635  -0.62
N  1.2952  -1.8832  -0.1762  -0.44
C  2.5202  -2.1009  0.5602  -0.20
C  0.4953  -0.6281  -0.1766  -0.03
C  1.1286  0.4954  0.6434  -0.42
C  0.1172  1.1916  1.5374  -0.07
C  0.7815  2.2012  2.4591  -0.07
O  -0.2541  2.8629  3.1716  -0.72
N  -0.7032  0.2409  2.3330  -0.45
C  -0.2698  -0.3262  3.5914  -0.20
C  -1.4878  -1.1418  4.0677  -0.41
C  -2.6219  -0.8778  3.0869  -0.50
C  -1.9801  -0.1044  1.9496  0.70
O  -2.5143  0.1325  0.8675  -0.62
H  3.0058  -4.0623  1.3548  0.21
H  3.6789  -3.7393  -0.2530  0.21
H  1.8093  -4.7468  -1.2019  0.24
H  1.0657  -4.9353  0.3906  0.23
H  2.4136  -1.8385  1.6313  0.18
H  3.3380  -1.4896  0.1480  0.19
H  -0.3921  -0.9871  0.3868  0.23
H  1.9788  0.0914  1.2252  0.21
H  1.5419  1.2615  -0.0339  0.22
H  -0.6087  1.7061  0.8867  0.26
H  1.4527  1.6799  3.1602  0.16
H  1.3608  2.9108  1.8441  0.18
H  0.1320  3.6092  3.6802  0.47
H  0.6222  -0.9701  3.4818  0.18
H  -0.0250  0.4646  4.3169  0.20
H  -1.2349  -2.2074  4.0866  0.21
H  -1.7778  -0.8428  5.0787  0.22
H  -3.0989  -1.7879  2.7063  0.24
H  -3.4030  -0.2385  3.5218  0.24

***

[2]
Computed, not measured: a molecular structure, C18H28N3O4S in a non-equilibrium geometry, with ωB97M-V/def2-TZVPD.

## Properties
total charge: +1
DFT total energy: -1565.151897 Ha

Each line ends with the natural charge from an NBO analysis.
Cartesian coordinates (Å):
C  -3.5886  2.4472  -2.5527  -0.64
C  -2.5103  1.3405  -2.3562  0.04
C  -2.5743  -0.0222  -2.7016  -0.20
C  -1.7261  -0.8663  -2.3955  -0.27
C  -0.5916  -0.3924  -1.8990  -0.09
C  -0.4360  0.9455  -1.3620  -0.26
C  -1.5147  1.9278  -1.5226  0.12
N  -1.0107  3.1360  -1.1123  -0.63
C  -0.5103  3.4008  0.1540  0.73
O  -0.2102  4.4060  0.4669  -0.52
C  -0.6123  2.1925  1.3918  -0.38
N  0.6351  1.5296  1.6016  -0.58
H  0.3793  1.2375  2.3671  0.40
C  1.8245  2.1079  1.5044  0.00
C  2.9892  1.2005  1.6033  -0.36
H  2.6351  0.2577  1.3172  0.22
H  3.6834  1.5820  1.2254  0.19
C  2.8983  1.1051  3.2702  -0.44
H  4.1268  0.8730  3.5451  0.24
H  2.4363  0.1618  3.7114  0.24
C  2.3785  2.4008  3.7283  -0.50
H  2.9514  2.9409  4.6566  0.27
H  1.4627  2.0543  4.4685  0.20
C  1.8875  3.1992  2.7235  -0.32
H  3.0833  3.8197  2.2207  0.18
H  1.1011  3.7358  2.6650  0.21
H  1.7032  2.6574  0.3168  0.20
H  0.6622  0.4378  1.1202  0.50
H  -1.6109  1.5730  1.0010  0.26
H  -1.1786  2.7020  2.1462  0.26
H  -1.1054  3.8772  -1.6128  0.40
H  0.6770  1.2104  -1.0347  0.22
S  0.6660  -1.5455  -0.8567  2.27
O  0.5123  -0.9525  0.4169  -0.99
O  1.8808  -1.3101  -1.5423  -0.91
N  0.1981  -3.1474  -0.8929  -0.70
C  -0.8080  -3.4340  -0.1971  -0.25
H  -1.8032  -2.6613  0.2485  0.26
C  -1.6009  -4.6907  -0.5647  -0.08
O  -0.6535  -5.6621  -0.6749  -0.50
C  0.0952  -5.3868  -1.7646  -0.06
H  0.8483  -6.0967  -1.6714  0.20
C  1.0099  -3.9928  -1.2701  -0.23
H  1.6363  -3.6360  -2.0965  0.25
H  1.7007  -4.2710  -0.3616  0.16
H  -0.2697  -5.1927  -2.8642  0.20
H  -2.4432  -5.1299  0.0619  0.24
H  -2.3160  -4.5141  -1.6416  0.15
H  -0.3352  -3.6945  0.8764  0.17
H  -1.8547  -1.7724  -2.4676  0.21
H  -3.4573  -0.1635  -3.2440  0.23
H  -3.0905  3.1782  -3.3633  0.22
H  -4.3411  1.8674  -3.0791  0.23
H  -3.9089  3.0292  -1.7068  0.24

***

[3]
Computed, not measured: a molecular structure, C18H28N3OS2 in a non-equilibrium geometry, with ωB97M-V/def2-TZVPD.

## Properties
total charge: 0
expectation value of S²: 0.754
DFT total energy: -1738.492958 Ha
2S+1: 2

Each line ends with the natural charge from an NBO analysis.
Cartesian coordinates (Å):
S  2.8805  -4.4324  4.5507  -0.05
C  3.9970  -3.8737  3.2378  -0.51
C  3.3392  -2.8872  2.2817  -0.41
C  2.2282  -3.5185  1.4346  -0.43
C  0.8070  -3.2495  1.8639  -0.01
C  -0.1201  -4.2482  1.8016  -0.19
C  -1.4755  -4.0694  2.1577  -0.19
C  -1.9458  -2.8772  2.6037  -0.22
C  -1.0265  -1.8066  2.6838  0.08
N  -1.3075  -0.5594  3.0780  -0.62
S  0.0423  0.2816  2.9530  0.97
N  1.0396  -0.8479  2.4163  -0.66
C  0.3291  -1.9786  2.3117  0.15
H  2.5422  -3.2259  5.0231  0.12
H  4.3484  -4.7430  2.6932  0.22
H  4.8792  -3.4212  3.6777  0.22
H  4.1146  -2.5206  1.6099  0.21
H  3.0072  -2.0267  2.8469  0.23
H  2.3425  -3.2728  0.3827  0.23
H  2.3573  -4.5965  1.4952  0.21
H  0.1935  -5.2238  1.4621  0.21
H  -2.1535  -4.9023  2.0708  0.22
H  -2.9836  -2.7576  2.8617  0.23
C  -2.2307  1.9114  -0.2886  -0.62
C  -1.4257  1.3244  -1.4778  0.09
C  0.0699  1.2304  -1.1542  -0.41
C  0.8309  2.5508  -1.2428  -0.40
C  0.5719  3.2201  -2.5907  -0.42
C  -0.9179  3.4222  -2.8637  0.10
N  -1.6558  2.1286  -2.7159  0.02
O  -1.5106  1.3995  -3.7759  -0.39
C  -1.4637  4.5091  -1.9168  -0.63
C  -1.1216  3.9580  -4.2768  -0.60
C  -1.9474  -0.0978  -1.6611  -0.60
H  -2.4819  2.9613  -0.4001  0.22
H  -3.1865  1.3981  -0.1813  0.22
H  -1.6893  1.7988  0.6519  0.21
H  0.5404  0.5267  -1.8488  0.21
H  0.1943  0.8017  -0.1589  0.21
H  0.5500  3.2113  -0.4176  0.19
H  1.9001  2.3606  -1.1294  0.22
H  1.0777  4.1870  -2.6352  0.21
H  1.0082  2.6041  -3.3835  0.21
H  -2.5467  4.6007  -2.0113  0.22
H  -1.0251  5.4723  -2.1773  0.22
H  -1.2215  4.3398  -0.8699  0.21
H  -0.6680  3.3174  -5.0307  0.23
H  -0.6609  4.9418  -4.3601  0.21
H  -2.1832  4.0594  -4.5070  0.22
H  -2.9864  -0.0978  -1.9922  0.22
H  -1.8950  -0.6152  -0.7016  0.21
H  -1.3607  -0.6672  -2.3803  0.22

***

[4]
Computed, not measured: 12 unconnected molecules or ions with the total composition C18H29Cl22FO3 in a non-equilibrium geometry, with ωB97M-V/def2-TZVPD.

## Properties
total charge: 0
SMILES string: CCCC1=C(F)C(=O)OC1=O.ClCCl.ClCCl.ClCCl.ClCCl.ClCCl.ClCCl.ClCCl.ClCCl.ClCCl.ClCCl.ClCCl
DFT total energy: -11153.018564 Ha

Each line ends with the Mulliken charge.
Cartesian coordinates (Å):
C  -5.2604  3.7288  6.8661  -1.02
C  -5.1072  2.5353  5.8463  -0.54
C  -3.6176  2.1177  5.6382  -0.73
C  -2.8424  2.9969  4.6457  0.52
C  -1.5697  2.7202  4.3395  0.23
F  -0.7981  1.7501  4.7317  -0.31
C  -1.1670  3.8526  3.3698  0.60
O  -0.0525  3.9672  3.0292  -0.51
O  -2.2209  4.6511  3.0468  -0.34
C  -3.2687  4.2464  3.9163  0.23
O  -4.2378  4.8823  3.9895  -0.45
H  -4.3102  3.9845  7.3675  0.31
H  -5.9942  3.4913  7.6629  0.34
H  -5.6872  4.5930  6.3219  0.20
H  -5.5880  1.6690  6.3506  0.36
H  -5.6504  2.7355  4.9078  0.40
H  -3.1220  2.2698  6.6239  0.33
H  -3.5040  1.0354  5.4274  0.38
C  -0.3484  0.9700  1.1021  -0.24
Cl  -1.7935  0.2663  1.8484  -0.19
Cl  0.2405  -0.0318  -0.2292  0.00
H  -0.5958  1.9564  0.7170  0.31
H  0.4360  1.0507  1.8544  0.07
C  -1.6285  -0.4469  -3.7809  0.50
Cl  -3.0707  -1.1485  -3.0354  -0.16
Cl  -1.0291  -1.4605  -5.1026  -0.16
H  -1.8771  0.5348  -4.1741  0.00
H  -0.8525  -0.3571  -3.0269  -0.20
C  3.5324  -0.2670  2.0034  -0.01
Cl  2.5774  1.2164  1.9793  -0.13
Cl  5.0708  -0.0223  2.8450  -0.22
H  2.9699  -1.0434  2.5144  0.30
H  3.7348  -0.5706  0.9806  0.06
C  5.4227  -3.6686  3.4746  0.22
Cl  3.9666  -4.3367  4.2224  -0.17
Cl  5.9836  -4.6793  2.1372  -0.11
H  5.1989  -2.6780  3.0955  -0.26
H  6.2069  -3.6100  4.2227  0.33
C  4.5061  -3.2922  -1.1922  -0.43
Cl  3.1164  -2.7468  -0.2481  0.01
Cl  4.0120  -3.7983  -2.8118  -0.08
H  5.2178  -2.4767  -1.2789  0.34
H  4.9678  -4.1323  -0.6841  0.20
C  -3.3883  3.2625  -2.4667  -0.40
Cl  -2.5137  2.2047  -1.3565  -0.04
Cl  -3.4757  2.5547  -4.0862  -0.19
H  -4.3965  3.4106  -2.0930  0.39
H  -2.8723  4.2158  -2.5264  0.27
C  -0.8457  -4.1482  -2.0730  0.11
Cl  -0.1454  -3.9256  -0.4650  -0.12
Cl  -1.2361  -5.8454  -2.3806  -0.18
H  -1.7552  -3.5601  -2.1441  0.05
H  -0.1286  -3.8129  -2.8167  0.14
C  2.2844  2.1209  -2.7771  -0.32
Cl  3.2342  2.6547  -1.3865  -0.13
Cl  0.5508  2.1547  -2.4264  -0.01
H  2.4862  2.7805  -3.6150  0.36
H  2.5709  1.1036  -3.0281  0.10
C  4.4568  -7.8248  -0.2100  -0.34
Cl  3.5032  -6.3368  -0.2319  -0.06
Cl  5.9953  -7.6008  0.6311  -0.15
H  3.8881  -8.5961  0.2996  0.29
H  4.6582  -8.1275  -1.2327  0.28
C  -4.2666  5.0152  -6.5459  0.18
Cl  -5.6731  4.6480  -7.5515  -0.16
Cl  -3.0183  5.8611  -7.4691  -0.16
H  -4.5801  5.6452  -5.7192  0.25
H  -3.8537  4.0861  -6.1672  -0.11
C  3.2243  -2.9954  -6.3019  -0.03
Cl  4.5658  -3.0522  -7.4503  -0.17
Cl  3.0413  -1.3843  -5.5994  -0.10
H  2.3071  -3.2572  -6.8200  0.28
H  3.4155  -3.7055  -5.5042  0.03